Molecular formula: CH6N2S
Method: DFT, ωB97M-V/def2-TZVPD

XYZ file:
```
10
Properties=species:S:1:pos:R:3:forces:R:3:lowdin_charge:R:1
H 1.167 1.400 -0.224 -0.2506 -0.5466 0.9313 0.083
N 0.686 0.505 -0.367 -1.0060 1.5200 -0.9081 -0.012
C -0.597 0.495 -0.250 0.9430 -0.7825 0.5094 -0.330
N -1.383 1.198 0.594 0.0667 0.1182 -0.7713 0.106
H -1.127 -0.287 -0.805 -0.0224 0.0494 0.2043 0.129
H -2.356 0.981 0.571 -0.3754 0.0912 0.2524 0.088
H -1.000 1.635 1.407 0.1040 0.2818 0.0811 0.102
S 2.118 -2.107 -0.534 -0.4958 0.4430 0.2798 0.329
H 1.167 -2.942 -0.092 0.0450 -0.0070 0.0288 -0.277
H 1.325 -0.878 -0.300 0.9916 -1.1674 -0.6078 -0.218
```
Positions in Å, forces in eV/Å.

The calculation puts the gap between HOMO and LUMO at 8.788 eV. The calculation puts the relative energy (zero: lowest compared OMol25 entry of this formula, charge and spin) at 75.8 kJ/mol.

Molecular formula: C24H20F3LiN4O9P2S
Method: DFT, ωB97M-V/def2-TZVPD

XYZ file:
```
64
Properties=species:S:1:pos:R:3:forces:R:3:lowdin_charge:R:1
Li 0.076 0.282 0.434 -0.0880 -0.6017 -0.5013 0.544
O -2.068 3.391 1.174 -0.2853 0.3744 -0.1160 -0.169
P -1.951 1.905 1.805 0.2889 -0.2603 -0.0002 0.154
O -3.074 1.702 2.740 -0.0273 -0.0302 -0.0034 -0.326
O -1.667 0.926 0.699 -0.2496 0.2319 0.0870 -0.404
O -0.555 2.058 2.660 0.1201 0.0785 0.2394 -0.291
P 0.973 2.347 2.209 -0.1998 -0.2827 -0.0406 0.174
O 0.780 3.720 1.314 -0.0018 0.2015 -0.2110 -0.179
O 1.778 2.697 3.400 0.0185 0.0015 -0.0172 -0.326
O 1.393 1.285 1.233 0.0933 0.3080 0.3769 -0.375
H -1.200 3.731 0.917 0.1740 -0.1265 -0.0126 0.023
H 0.998 4.465 1.884 0.0015 -0.0570 0.0603 0.062
F -1.881 -4.602 5.220 0.0859 -0.0140 -0.0731 0.122
C -0.775 -4.740 4.450 0.0054 0.0246 -0.0212 -0.568
F 0.263 -4.886 5.296 -0.0675 0.0152 -0.0636 0.123
F -0.919 -5.923 3.806 0.0038 0.0857 0.0608 0.118
C -0.603 -3.595 3.493 0.0158 -0.0942 0.0858 -0.133
C 0.482 -2.745 3.566 0.0049 0.0270 0.0144 0.022
C 0.569 -1.710 2.639 0.0644 -0.0353 -0.0072 -0.093
N -0.345 -1.507 1.699 0.2018 0.0629 0.1303 0.064
C -1.391 -2.324 1.649 -0.0469 0.1543 -0.0877 -0.101
C -1.565 -3.388 2.514 -0.0664 -0.0231 -0.0210 -0.006
H 1.256 -2.869 4.309 -0.0072 -0.0304 0.0146 0.116
H 1.417 -1.038 2.634 0.0020 0.0320 -0.0092 0.101
H -2.123 -2.098 0.884 -0.0291 -0.0056 -0.0217 0.118
H -2.433 -4.028 2.427 0.0032 -0.0171 0.0247 0.114
O 1.074 -1.666 -3.055 -0.0826 -0.0721 -0.1296 0.004
C 1.895 -1.675 -2.154 -0.0822 0.3505 0.2507 -0.595
N 3.262 -1.851 -2.410 -0.1377 -0.3379 0.0110 0.122
C 4.023 -1.703 -1.203 0.5225 0.1496 -0.2903 -0.303
C 2.861 -1.656 -0.185 -0.3561 0.2282 0.6105 -0.489
O 3.108 -1.677 1.017 0.0125 -0.1594 -0.0338 0.033
N 1.679 -1.500 -0.801 0.1687 -0.4044 -0.3352 0.177
C 4.957 -2.869 -0.918 -0.2158 0.1400 -0.0545 -0.138
C 4.723 -4.113 -1.492 0.0623 -0.0669 -0.0368 -0.024
C 5.541 -5.195 -1.197 -0.0012 0.0215 0.0114 -0.101
C 6.604 -5.049 -0.316 -0.0124 0.0113 -0.0031 -0.121
C 6.832 -3.813 0.274 -0.0408 -0.0008 -0.0258 -0.092
C 6.013 -2.733 -0.025 0.0839 -0.0170 0.1279 -0.023
C 4.748 -0.351 -1.179 0.0216 0.0186 -0.0892 -0.142
C 5.839 -0.163 -2.027 0.0136 -0.0252 0.0124 -0.051
C 6.469 1.067 -2.119 -0.0083 0.0157 0.0017 -0.106
C 6.010 2.137 -1.360 0.0133 -0.0132 -0.0213 -0.110
C 4.925 1.961 -0.516 -0.0169 -0.0031 0.0139 -0.063
C 4.296 0.724 -0.416 0.0155 -0.1533 -0.0169 -0.013
H 3.616 -1.789 -3.348 0.0425 0.1475 0.0228 0.139
H 3.887 -4.224 -2.170 -0.0182 0.0036 -0.0072 0.111
H 5.340 -6.158 -1.652 0.0037 -0.0152 -0.0075 0.090
H 7.242 -5.893 -0.084 0.0097 -0.0147 0.0046 0.086
H 7.646 -3.687 0.977 0.0154 -0.0052 0.0082 0.093
H 6.187 -1.778 0.453 -0.0240 0.0196 -0.0115 0.122
H 6.205 -0.998 -2.616 0.0019 -0.0225 -0.0073 0.113
H 7.315 1.191 -2.786 0.0126 0.0081 0.0012 0.088
H 6.498 3.102 -1.431 -0.0035 0.0170 0.0010 0.089
H 4.549 2.787 0.074 -0.0210 0.0065 0.0272 0.109
H 3.448 0.607 0.251 0.0144 0.1010 0.0330 0.093
S 1.417 3.093 -2.923 0.0821 0.2131 -0.1638 0.971
C -0.239 3.351 -2.568 -0.1090 0.0189 0.0422 -0.420
C -0.713 2.308 -1.843 -0.0280 -0.1844 0.1040 -0.242
N 0.194 1.309 -1.583 0.0899 0.3223 -0.0425 -0.017
C 1.347 1.605 -2.091 -0.0914 -0.4395 0.2128 -0.482
H -0.769 4.239 -2.866 0.0279 0.0436 -0.0313 0.051
H -1.701 2.210 -1.419 -0.0348 0.0245 -0.0084 0.097
H 2.211 0.968 -1.979 0.0552 0.0544 -0.0676 0.059
```
Positions in Å, forces in eV/Å.

The calculation puts the gap between HOMO and LUMO at 7.617 eV. The calculation puts the relative energy (zero: lowest compared OMol25 entry of this formula, charge and spin) at 19.9 kJ/mol. Its charge is -2.

Molecular formula: C3H16NO6S
Method: DFT, ωB97M-V/def2-TZVPD

XYZ file:
```
27
Properties=species:S:1:pos:R:3:forces:R:3:lowdin_charge:R:1
C 0.765 -0.045 0.151 -0.2706 -0.3945 0.5877 -0.232
C 0.866 -0.872 -1.115 -0.1758 -0.5270 -0.9893 -0.705
S -0.644 -1.835 -1.507 0.2689 -0.1037 0.2521 0.320
C 2.013 0.765 0.412 -0.3659 0.7109 -0.1027 -0.537
N 1.846 2.053 0.019 -0.1992 0.3009 -0.0638 0.168
O 3.060 0.348 0.882 0.1413 -0.3975 -0.0407 0.022
H 0.528 -0.663 1.014 0.3927 -0.3802 0.0909 0.089
H -0.133 0.576 0.118 0.1909 0.3170 -0.3508 0.086
H 1.684 -1.596 -1.108 0.1775 0.2537 0.3363 0.030
H 1.094 -0.240 -1.983 -0.0418 0.1998 0.2139 0.049
H 2.586 2.736 0.066 0.0066 -0.2662 0.1179 0.106
H 0.915 2.354 -0.255 0.3345 0.2108 0.0029 0.053
H -0.542 1.957 -1.605 0.0659 -0.1685 -0.2491 0.032
H -1.688 2.776 -1.111 -0.3679 -0.0436 0.2719 0.000
O -0.734 2.837 -1.269 0.3850 0.0482 -0.2340 -0.078
H -2.678 2.425 0.656 -0.1034 -0.5515 0.1412 0.042
H -3.289 1.208 -0.206 0.6173 0.1528 0.5536 0.010
O -3.151 2.186 -0.144 -0.5106 0.5142 -0.5063 -0.094
H -2.115 -0.848 0.014 -0.2355 -0.0086 -0.5669 -0.056
H -2.983 -0.711 -1.210 0.3606 -0.1674 0.1195 -0.004
O -2.998 -0.516 -0.263 -0.6494 0.2967 0.4399 -0.161
H 1.848 -2.537 0.605 0.5698 -0.0819 0.1565 0.002
H 3.103 -1.798 1.081 -0.2051 0.1910 -0.0057 0.010
O 2.679 -2.668 1.100 -0.4628 -0.1075 -0.1215 -0.078
H 0.066 -2.732 2.066 0.2406 0.0061 0.1810 0.010
H -1.250 -2.686 1.371 -0.1336 0.1168 -0.2860 -0.003
O -0.847 -2.474 2.221 -0.0299 -0.1206 0.0514 -0.080
```
Positions in Å, forces in eV/Å.

The calculation puts the gap between HOMO and LUMO at 7.113 eV. The calculation puts the relative energy (zero: lowest compared OMol25 entry of this formula, charge and spin) at 0.0 kJ/mol. Its charge is -1.

Number 1: electronic energy -549.35835 Eh. Number 2: electronic energy -3211.36485 Eh. Number 3: electronic energy -1028.39746 Eh.